Below is one molecule with the formula C14H15N3O3S2 at a distorted geometry, with properties calculated with ωB97M-V with the def2-TZVPD basis set.

Values from the calculation:
* SMILES: CCOC(=O)Cc1nnc(NC(=O)CSc2ccccc2)s1
* calculated total energy: -47044.8205 eV
* energy relative to the best compared isomer or geometry (same formula, charge and spin): 8.81 kcal/mol
* orbital gap: 8.9 eV

Last column: natural (NBO) charge in e.
Atoms and positions in Å:
C (3.399, -5.122, 3.984)  -0.635
C (1.936, -4.742, 4.150)  -0.078
O (1.719, -3.357, 3.851)  -0.495
C (1.573, -3.027, 2.575)  0.815
O (1.574, -3.801, 1.655)  -0.604
C (1.415, -1.521, 2.428)  -0.556
C (0.675, -1.166, 1.196)  0.046
N (-0.154, -0.192, 1.104)  -0.246
N (-0.700, -0.044, -0.096)  -0.349
C (-0.283, -0.907, -0.962)  0.236
N (-0.679, -1.012, -2.261)  -0.630
C (-1.459, -0.170, -3.033)  0.685
O (-1.767, -0.518, -4.146)  -0.561
C (-1.837, 1.147, -2.426)  -0.627
S (-0.327, 2.201, -2.388)  0.226
C (-0.875, 3.489, -1.280)  -0.186
C (-0.841, 4.802, -1.727)  -0.220
C (-1.235, 5.822, -0.879)  -0.208
C (-1.665, 5.531, 0.404)  -0.210
C (-1.686, 4.218, 0.846)  -0.221
C (-1.283, 3.192, 0.011)  -0.171
S (0.875, -2.060, -0.299)  0.377
H (3.541, -6.157, 4.281)  0.221
H (3.699, -5.010, 2.945)  0.222
H (4.027, -4.486, 4.605)  0.213
H (1.307, -5.348, 3.491)  0.201
H (1.612, -4.857, 5.186)  0.195
H (2.426, -1.100, 2.384)  0.258
H (0.914, -1.104, 3.301)  0.268
H (-0.360, -1.838, -2.756)  0.422
H (-2.184, 1.029, -1.403)  0.270
H (-2.577, 1.638, -3.057)  0.246
H (-0.506, 5.014, -2.731)  0.223
H (-1.211, 6.845, -1.225)  0.214
H (-1.978, 6.328, 1.063)  0.213
H (-2.009, 3.989, 1.851)  0.214
H (-1.272, 2.171, 0.361)  0.234

---

Below is C16H20N2O4PtS as an isolated structure, with properties calculated with ωB97M-V with the def2-TZVPD basis set.

Values from the calculation:
* calculated total energy: -42150.8333 eV
* orbital gap: 5.1 eV
* charge: +2

Last column: natural (NBO) charge in e.
Atoms and positions in Å:
Pt (-0.107, -0.807, 0.397)  1.502
N (-1.673, 0.443, -0.280)  -0.795
C (-2.904, 0.350, 0.582)  -0.219
C (-2.595, 0.893, 1.971)  -0.545
C (-1.481, 0.114, 2.626)  0.758
O (-1.573, -0.598, 3.570)  -0.445
O (-0.247, 0.309, 2.005)  -0.717
H (-1.364, 1.416, -0.298)  0.436
H (-1.875, 0.178, -1.245)  0.434
H (-3.206, -0.697, 0.607)  0.222
H (-3.698, 0.930, 0.112)  0.247
H (-3.485, 0.857, 2.595)  0.285
H (-2.281, 1.937, 1.889)  0.248
S (4.020, 0.080, 1.819)  0.675
C (4.008, -0.486, 0.204)  -0.399
C (2.746, -0.718, -0.210)  -0.057
N (1.818, -0.412, 0.770)  -0.357
C (2.347, 0.004, 1.902)  -0.131
H (4.918, -0.614, -0.360)  0.295
H (2.424, -1.057, -1.183)  0.256
H (1.764, 0.254, 2.774)  0.310
C (0.008, -8.539, -2.118)  -0.656
C (0.030, -7.121, -1.650)  0.151
C (1.176, -6.575, -1.075)  -0.237
C (1.228, -5.268, -0.634)  0.128
C (2.528, -4.747, -0.084)  -0.660
C (0.067, -4.468, -0.822)  -0.297
C (-1.120, -5.001, -1.411)  0.205
C (-2.376, -4.189, -1.568)  -0.667
C (-1.109, -6.320, -1.793)  -0.265
C (0.068, -3.112, -0.430)  0.807
O (0.554, -2.680, 0.700)  -0.515
O (-0.420, -2.106, -1.093)  -0.628
H (0.878, -9.091, -1.769)  0.238
H (0.001, -8.566, -3.210)  0.257
H (-0.894, -9.047, -1.775)  0.250
H (2.055, -7.196, -0.961)  0.236
H (3.117, -5.574, 0.306)  0.254
H (2.402, -4.029, 0.721)  0.228
H (3.115, -4.288, -0.884)  0.234
H (-2.659, -3.703, -0.630)  0.210
H (-3.201, -4.834, -1.858)  0.250
H (-2.265, -3.426, -2.338)  0.237
H (-2.009, -6.752, -2.213)  0.237

---

It is found that the E_HOMO values, taken in the order of the records, are -8.40; -15.00 eV.